This record from OMol25 describes an isolated molecule of C4H6IN3O in a non-equilibrium geometry. The level of theory is ωB97M-V/def2-TZVPD.

Computed properties:
SMILES string   CCNC(=O)N(I)C#N
Energy   -693.150010 Eh
Molecular weight   239.0 g mol⁻¹
HOMO energy   -9.231 eV

```
15
C4H6IN3O | OMol25 | ωB97M-V/def2-TZVPD
C 3.665 -0.608 -1.409
C 1.350 -0.244 -2.187
C -0.384 0.563 0.635
C -0.188 -0.678 -0.424
N 4.203 -0.622 -0.392
N 1.156 -0.624 -0.933
N 2.954 -0.164 -2.447
O 0.773 0.151 -3.120
I 3.670 -0.031 -4.335
H -1.394 0.661 0.982
H 0.267 0.724 1.474
H -0.433 1.566 0.196
H -0.510 -1.652 0.031
H -0.920 -0.328 -1.210
H 1.938 -0.974 -0.319
```

This record from OMol25 describes an isolated molecule of C4H6INO in a non-equilibrium geometry. The level of theory is ωB97M-V/def2-TZVPD.

Computed properties:
SMILES string   [H]/N=C(\OC)C(=C)I
Energy   -583.621471 Eh
Molecular weight   211.0 g mol⁻¹
HOMO energy   -9.080 eV

```
13
C4H6INO | OMol25 | ωB97M-V/def2-TZVPD
C -1.140 -1.916 0.382
C -1.536 -0.650 0.168
C -0.385 0.415 0.175
C 1.880 0.701 -0.406
N -0.771 1.565 0.375
O 0.760 -0.131 -0.095
I -3.511 0.153 0.071
H -1.994 -2.546 0.226
H -0.142 -2.402 0.254
H 1.680 1.710 -0.773
H 2.506 0.233 -1.292
H 2.571 0.746 0.419
H 0.081 2.123 0.498
```

This record from OMol25 describes a structure of composition C4H6InLiO2 in a non-equilibrium geometry. The level of theory is ωB97M-V/def2-TZVPD.

Computed properties:
Energy   -503.308206 Eh
Molecular weight   207.8 g mol⁻¹
HOMO energy (alpha / beta)   -16.129 / -16.065 eV
Total charge   +2

```
14
C4H6InLiO2 | OMol25 | ωB97M-V/def2-TZVPD
O 0.006 -2.446 1.266
C -1.128 -1.694 1.416
C -0.992 -0.391 1.851
In 2.698 1.396 -0.856
Li 0.423 1.841 -3.012
H -0.023 -0.053 2.260
H -1.873 0.170 2.172
C 0.201 -0.059 -1.132
C -0.612 0.829 -0.488
O 1.536 -0.168 -0.716
H -0.175 -0.949 -1.638
H -1.658 0.882 -0.803
H -0.205 1.675 0.072
H 1.802 -1.034 -0.392
```

This record from OMol25 describes a structure of composition C4H6LaLiO2 in a non-equilibrium geometry. The level of theory is ωB97M-V/def2-TZVPD.

Computed properties:
Energy   -345.372255 Eh
Molecular weight   231.9 g mol⁻¹
HOMO energy (alpha / beta)   -5.113 / -5.101 eV

```
14
C4H6LaLiO2 | OMol25 | ωB97M-V/def2-TZVPD
O -0.323 0.939 1.803
La -0.678 -1.184 2.576
C 0.092 1.592 0.656
C -0.097 0.794 -0.643
H -0.464 2.547 0.528
H -1.189 0.715 -0.783
H 0.217 1.423 -1.492
H 1.167 1.880 0.719
C 0.947 -0.547 -0.667
C -0.242 -1.371 -0.731
O -1.072 -1.875 -1.526
Li -1.642 -3.565 0.771
H 1.617 -0.427 0.197
H 1.669 -0.920 -1.409
```

This record from OMol25 describes a cluster of 2 separate species, C4H6N in total in a non-equilibrium geometry. The level of theory is ωB97M-V/def2-TZVPD.

Computed properties:
Energy   -210.265977 Eh
Molecular weight   68.1 g mol⁻¹
HOMO energy (alpha / beta)   -13.900 / -14.576 eV
Total charge   +1

```
11
C4H6N | OMol25 | ωB97M-V/def2-TZVPD
C 1.415 -0.769 0.090
C -0.638 -0.302 -0.036
C -3.087 0.159 0.006
C 2.277 0.341 0.072
N -1.844 -0.062 0.073
H 1.422 -1.737 -0.370
H -3.773 -0.651 -0.187
H -3.451 1.166 0.136
H 1.911 1.210 0.620
H 2.559 0.654 -0.947
H 3.210 -0.008 0.543
```

This record from OMol25 describes the ion C4H6N with charge +1 in a non-equilibrium geometry. The level of theory is ωB97M-V/def2-TZVPD.

Computed properties:
SMILES string   C1=C[N+]12CC2
Energy   -210.250606 Eh
Molecular weight   68.1 g mol⁻¹
HOMO energy   -15.316 eV
Total charge   +1

```
11
C4H6N | OMol25 | ωB97M-V/def2-TZVPD
C -0.359 0.870 1.372
C -0.626 -0.362 1.352
C 0.579 0.543 -0.970
C 0.014 -0.773 -0.761
N 0.617 0.031 0.418
H -0.533 1.872 1.324
H -0.712 -1.312 1.724
H 1.491 0.663 -1.293
H -0.223 1.174 -1.366
H -0.984 -1.089 -0.832
H 0.735 -1.617 -0.966
```